A 6-piece molecular cluster, C41H78Br3N4O22PS6 overall in a non-equilibrium geometry, computed with the ωB97M-V functional and the def2-TZVPD basis.

XYZ file:
```
155
Properties=species:S:1:pos:R:3:lowdin_charge:R:1
C 1.233 -4.094 0.631 -0.068
C 0.974 -2.604 0.077 -0.213
N 2.162 -1.802 0.460 -0.157
C 1.998 -0.349 0.199 -0.216
C 1.035 0.447 1.125 -0.114
C 1.256 0.496 2.671 -0.764
O -0.071 0.886 3.141 -0.118
Br 1.384 -1.319 3.556 0.727
O 2.062 1.485 3.244 -0.117
C 3.375 1.744 2.790 -0.597
Br 4.514 0.069 2.549 0.867
N 3.305 2.574 1.637 0.116
C 4.344 2.810 0.899 -0.256
C 4.949 1.960 -0.273 -0.040
C 5.086 4.212 1.093 -0.016
C 4.095 2.452 4.097 -0.345
C 3.827 3.987 4.260 -0.057
C 2.450 4.595 3.811 -0.241
N 2.760 5.848 3.010 -0.030
O 5.518 2.360 3.715 -0.082
C 6.382 2.447 4.789 -0.389
O 6.490 3.346 5.592 0.099
C 7.430 1.279 4.919 -0.066
C 7.774 0.382 3.768 -0.033
C 8.758 -0.728 3.903 -0.064
C 9.482 -0.996 5.187 -0.066
C 9.159 -0.094 6.313 -0.069
C 8.175 1.010 6.175 -0.020
O 3.985 1.584 5.204 -0.116
C 3.101 1.825 6.256 -0.552
C 3.758 2.411 7.608 -0.198
C 5.131 1.654 8.008 -0.644
C 4.907 0.592 9.189 -0.199
Br 6.233 3.081 8.907 0.678
N 1.773 2.428 5.974 0.143
C 1.441 3.360 6.722 -0.308
O 1.102 4.052 7.599 0.201
P 2.589 0.025 6.809 0.472
S 3.944 -1.247 6.214 0.187
C 3.349 -2.186 -0.338 -0.434
C 4.667 -2.750 0.292 -0.026
O 3.330 -2.017 -1.550 0.064
H 1.472 -4.825 -0.190 0.073
H 2.162 -4.053 1.283 0.069
H 0.371 -4.402 1.283 0.067
H 0.932 -2.673 -1.048 0.118
H 0.057 -2.156 0.545 0.085
H 1.566 -0.278 -0.860 0.138
H 3.023 0.094 0.116 0.062
H -0.018 0.063 0.946 0.130
H 1.006 1.521 0.757 0.138
H 0.037 1.022 4.107 0.074
H 4.191 1.483 -0.951 0.086
H 5.646 1.163 0.142 0.072
H 5.620 2.605 -0.946 0.056
H 5.693 4.460 0.164 0.075
H 4.288 4.999 1.162 0.073
H 5.815 4.196 1.944 0.084
H 4.650 4.584 3.767 0.121
H 3.949 4.238 5.365 0.126
H 1.780 4.960 4.653 0.101
H 1.808 3.967 3.144 0.107
H 3.312 6.451 3.643 0.073
H 1.855 6.344 2.962 0.070
H 7.318 0.495 2.755 0.061
H 8.999 -1.425 3.053 0.094
H 10.220 -1.834 5.291 0.096
H 9.663 -0.241 7.309 0.098
H 8.015 1.648 7.079 0.067
H 3.097 2.209 8.507 0.112
H 4.043 3.495 7.509 0.081
H 5.651 1.194 7.132 0.061
H 4.571 -0.411 8.814 0.021
H 5.934 0.444 9.643 0.062
H 4.266 1.019 10.010 0.080
H 2.419 0.026 8.240 -0.001
H 1.278 -0.265 6.289 -0.042
H 4.991 -3.669 -0.282 0.094
H 5.507 -1.996 0.162 0.080
H 4.570 -2.937 1.395 0.068
C -5.266 -4.919 0.510 -0.070
C -4.878 -3.478 0.239 -0.261
O -4.626 -2.765 1.456 -0.259
S -3.222 -2.999 2.202 0.588
C -3.332 -1.628 3.311 -0.115
O -2.155 -2.756 1.271 -0.287
O -3.298 -4.211 2.963 -0.273
H -4.424 -5.481 0.920 0.072
H -5.585 -5.411 -0.410 0.068
H -6.075 -4.971 1.241 0.089
H -4.015 -3.419 -0.430 0.116
H -5.707 -2.972 -0.258 0.114
H -3.331 -0.706 2.734 0.075
H -2.463 -1.661 3.968 0.072
H -4.246 -1.721 3.896 0.075
C 8.836 5.366 -4.811 -0.075
C 7.343 5.605 -4.688 -0.263
O 6.588 4.477 -5.144 -0.262
S 6.456 3.203 -4.174 0.594
C 5.156 2.392 -5.054 -0.116
O 5.952 3.637 -2.900 -0.295
O 7.644 2.411 -4.284 -0.269
H 9.168 4.593 -4.117 0.072
H 9.390 6.280 -4.589 0.081
H 9.093 5.030 -5.817 0.086
H 7.067 5.865 -3.663 0.115
H 7.060 6.447 -5.322 0.122
H 4.265 3.016 -5.021 0.076
H 4.965 1.438 -4.563 0.079
H 5.477 2.225 -6.081 0.077
C -10.051 -2.180 -4.342 -0.062
C -9.948 -3.627 -3.898 -0.253
O -8.714 -4.225 -4.319 -0.260
S -7.381 -3.886 -3.494 0.605
C -6.368 -5.160 -4.182 -0.115
O -7.605 -4.178 -2.103 -0.275
O -6.874 -2.616 -3.931 -0.295
H -9.323 -1.556 -3.819 0.068
H -11.046 -1.784 -4.134 0.086
H -9.848 -2.089 -5.411 0.083
H -10.071 -3.718 -2.816 0.116
H -10.749 -4.203 -4.364 0.122
H -6.779 -6.127 -3.901 0.076
H -5.364 -5.045 -3.775 0.077
H -6.346 -5.045 -5.265 0.075
C -8.816 -2.391 -10.276 -0.074
C -9.168 -3.743 -10.868 -0.263
O -9.326 -4.740 -9.852 -0.266
S -10.694 -4.762 -9.008 0.585
C -10.472 -6.354 -8.273 -0.121
O -11.801 -4.822 -9.917 -0.273
O -10.618 -3.768 -7.977 -0.284
H -9.652 -1.983 -9.705 0.071
H -8.568 -1.680 -11.066 0.082
H -7.969 -2.476 -9.594 0.084
H -10.064 -3.682 -11.490 0.116
H -8.352 -4.078 -11.510 0.122
H -10.472 -7.107 -9.059 0.075
H -11.301 -6.524 -7.589 0.077
H -9.530 -6.361 -7.728 0.072
C -5.819 3.472 -0.611 -0.077
C -4.892 3.059 -1.739 -0.268
O -5.206 1.753 -2.229 -0.266
S -6.468 1.588 -3.217 0.597
C -6.103 -0.050 -3.769 -0.140
O -6.316 2.497 -4.318 -0.282
O -7.667 1.551 -2.431 -0.281
H -6.837 3.620 -0.975 0.071
H -5.482 4.408 -0.161 0.079
H -5.860 2.700 0.159 0.083
H -4.907 3.790 -2.551 0.115
H -3.868 3.014 -1.364 0.121
H -5.163 -0.036 -4.317 0.082
H -6.913 -0.371 -4.420 0.061
H -6.039 -0.705 -2.905 0.060
```

Calculated values
**E**: -13935.56433 a.u.
**Maximum force**: 3.62 eV Å⁻¹
**HOMO level**: -8.387 eV
**LUMO energy**: -0.1770 eV
**Frontier orbital gap**: 8.2 eV
**Structure (SMILES)**: CCN(CC[C@@](O)(Br)O[C@@](Br)(N=C(C)C)[C@](CCN)(OC(=O)c1ccccc1)O[C@@](C[C@H](C)Br)(N=C=O)[PH2]=S)C(C)=O.CCOS(C)(=O)=O.CCOS(C)(=O)=O.CCOS(C)(=O)=O.CCOS(C)(=O)=O.CCOS(C)(=O)=O

---

A 2-piece molecular cluster, C9H18O4PS overall in a non-equilibrium geometry, computed with the ωB97M-V functional and the def2-TZVPD basis.

XYZ file:
```
33
Properties=species:S:1:pos:R:3:nbo_charge:R:1
C 0.459 2.440 2.176 -0.278
C 1.586 2.042 1.599 -0.050
C 3.025 1.620 1.036 -0.476
C 3.352 0.042 1.118 -0.402
C 2.291 -0.914 0.360 -0.711
P 0.725 -1.314 1.345 0.939
C -0.619 -1.753 0.040 -0.455
C -1.786 -2.677 0.676 -0.635
C -1.139 -0.463 -0.781 -0.466
C -2.139 0.507 0.041 -0.675
H -0.659 2.694 2.327 0.293
H 3.173 2.083 -0.015 0.272
H 3.811 2.151 1.717 0.243
H 4.370 -0.106 0.563 0.233
H 3.573 -0.287 2.217 0.218
H 1.991 -0.546 -0.689 0.306
H 2.838 -1.933 0.194 0.259
H 0.946 -2.535 2.101 0.024
H 0.306 -0.295 2.260 0.091
H -0.056 -2.424 -0.734 0.251
H -1.544 -2.991 1.775 0.189
H -2.828 -2.193 0.664 0.255
H -1.847 -3.645 0.034 0.230
H -0.239 0.141 -1.220 0.273
H -1.739 -0.868 -1.698 0.317
H -2.992 -0.054 0.573 0.174
H -2.653 1.227 -0.724 0.356
H -1.593 1.160 0.817 0.167
O -0.692 1.751 -3.147 -1.151
S -2.120 1.787 -3.552 2.580
O -2.906 2.502 -2.519 -1.129
O -2.628 0.400 -3.684 -1.139
O -2.249 2.487 -4.846 -1.104
```

Calculated values
**E**: -1393.97024 a.u.
**Maximum force**: 7.07 eV Å⁻¹
**HOMO level**: -1.969 eV
**LUMO energy**: 1.4268 eV
**Frontier orbital gap**: 3.4 eV
**Total charge**: -1

---

A 2-piece molecular cluster, C4H10O3 overall in a non-equilibrium geometry, computed with the ωB97M-V functional and the def2-TZVPD basis.

XYZ file:
```
17
Properties=species:S:1:pos:R:3:nbo_charge:R:1
C 2.744 0.692 -0.231 -0.032
O 3.781 0.932 -1.204 -1.018
C 1.288 0.688 -0.887 -0.431
C 0.136 0.512 0.135 -0.437
C -0.916 -0.529 -0.270 -0.005
O -1.776 -0.838 0.827 -0.937
H 2.729 -0.390 0.123 0.070
H 2.812 1.324 0.628 0.098
H 1.313 0.000 -1.662 0.183
H 1.172 1.617 -1.385 0.166
H 0.675 0.200 0.976 0.192
H -0.493 1.322 0.342 0.182
H -0.372 -1.508 -0.577 0.112
H -1.592 -0.201 -1.016 0.133
H -2.787 -1.100 1.246 0.552
H -4.673 -1.072 1.214 0.397
O -4.042 -1.650 1.742 -1.224
```

Calculated values
**E**: -383.97322 a.u.
**Maximum force**: 4.18 eV Å⁻¹
**HOMO level**: 0.228 eV
**LUMO energy**: 6.8563 eV
**Frontier orbital gap**: 6.6 eV
**Total charge**: -2

---

- Which formula does entry 2 have?
  C9H18O4PS

---

- What is the maximum force in the first record?
  3.62 eV Å⁻¹